This record from the OMol25 dataset describes 2 unconnected molecules or ions with the total composition C3H7O in a non-equilibrium geometry. The level of theory is ωB97M-V/def2-TZVPD.

## Properties
E_tot	-5271.2036	eV
net charge	-1
HOMO energy	-2.22	eV
frontier orbital gap	0.2421	Eh
largest force on an atom	3.813	eV/A
relative energy (zero: lowest compared OMol25 entry of this formula, charge and spin)	46.84	kJ/mol

Structure (XYZ):
```
11
C3H7O (ωB97M-V/def2-TZVPD)
C 1.174 0.189 -1.039
O -0.037 0.647 -0.927
C 2.318 0.923 -1.010
C -2.172 -0.650 1.194
H 1.371 -0.880 -1.335
H 2.357 1.870 -0.512
H 3.285 0.412 -0.947
H -1.812 -0.004 0.355
H -1.220 -0.738 1.687
H -2.412 -1.707 0.828
H -2.852 -0.063 1.706
```

This record from the OMol25 dataset describes 4 unconnected molecules or ions with the total composition CH8O4. The level of theory is ωB97M-V/def2-TZVPD.

## Properties
E_tot	-9355.9201	eV
SMILES	C=O.O.O.O
HOMO energy	-9.70	eV
frontier orbital gap	0.3743	Eh
largest force on an atom	0.759	eV/A
relative energy (zero: lowest compared OMol25 entry of this formula, charge and spin)	34.96	kJ/mol

Structure (XYZ):
```
13
CH8O4 (ωB97M-V/def2-TZVPD)
C 1.073 -2.706 0.754
O 0.127 -3.151 1.346
H 2.002 -3.306 0.727
H 1.014 -1.737 0.249
O 0.707 2.328 -1.161
H 0.747 1.389 -0.923
H 1.375 2.400 -1.852
O -0.962 -0.655 -0.326
H -1.332 0.171 0.036
H -1.599 -1.133 -0.861
O -1.315 1.825 0.770
H -0.399 1.977 1.040
H -1.436 2.599 0.201
```

This record from the OMol25 dataset describes 2 unconnected molecules or ions with the total composition C4H10S2. The level of theory is ωB97M-V/def2-TZVPD.

## Properties
E_tot	-25979.8578	eV
SMILES	C=CC.CSS
HOMO energy	-9.06	eV
frontier orbital gap	0.3580	Eh
largest force on an atom	0.876	eV/A
relative energy (zero: lowest compared OMol25 entry of this formula, charge and spin)	108.70	kJ/mol

Structure (XYZ):
```
16
C4H10S2 (ωB97M-V/def2-TZVPD)
C 0.493 -0.263 2.017
C 0.375 -1.516 1.576
C -0.833 -1.977 0.813
H 1.414 0.033 2.503
H -0.306 0.458 1.922
H 1.180 -2.203 1.798
H -1.397 -2.762 1.320
H -1.495 -1.130 0.639
H -0.560 -2.374 -0.167
C 0.650 2.167 -1.085
S 0.184 0.476 -1.519
S -0.333 0.608 -3.507
H 0.682 2.797 -1.969
H 1.640 2.136 -0.634
H -0.056 2.614 -0.387
H -1.637 0.938 -3.321
```

This record from the OMol25 dataset describes 3 unconnected molecules or ions with the total composition C11H30NO8P2 in a non-equilibrium geometry. The level of theory is ωB97M-V/def2-TZVPD.

## Properties
E_tot	-48334.0012	eV
net charge	+1
HOMO energy	-12.07	eV
frontier orbital gap	0.2910	Eh
largest force on an atom	8.149	eV/A

Structure (XYZ):
```
52
C11H30NO8P2 (ωB97M-V/def2-TZVPD)
C -1.739 -2.977 -2.857
N -1.529 -2.276 -1.569
C -2.206 -2.868 -0.375
C -0.948 -3.372 0.382
C -0.077 -2.083 0.232
C -0.074 -2.023 -1.300
H -1.444 -2.342 -3.684
H -2.805 -3.167 -2.950
H -1.247 -3.942 -2.855
H -1.909 -1.326 -1.603
H -2.986 -3.576 -0.625
H -2.607 -2.123 0.306
H -0.531 -4.129 -0.284
H -1.092 -3.767 1.377
H -0.685 -1.209 0.468
H 0.887 -2.102 0.721
H 0.147 -1.072 -1.779
H 0.550 -2.745 -1.819
C -6.007 2.880 -1.612
O -4.795 2.926 -2.367
P -3.392 2.394 -1.689
O -3.768 2.674 -0.257
O -2.460 3.536 -2.311
C -2.931 4.876 -2.490
O -2.064 1.445 -1.230
C -1.040 2.122 -0.495
H -6.815 3.132 -2.297
H -6.186 1.892 -1.195
H -5.974 3.620 -0.817
H -3.549 5.195 -1.651
H -3.476 4.958 -3.427
H -2.052 5.514 -2.547
H -1.470 2.737 0.292
H -0.427 2.731 -1.157
H -0.408 1.353 -0.048
C 6.132 0.970 0.880
O 5.322 -0.183 1.147
P 4.092 -0.051 2.201
O 4.482 1.061 3.100
O 4.351 -1.512 2.831
C 5.669 -1.966 3.141
O 2.479 -0.179 2.397
C 1.993 -0.549 3.689
H 6.789 0.710 0.052
H 5.530 1.832 0.602
H 6.740 1.203 1.750
H 6.277 -1.167 3.565
H 6.140 -2.380 2.252
H 5.567 -2.761 3.877
H 2.492 0.020 4.471
H 2.124 -1.616 3.859
H 0.929 -0.319 3.701
```

This record from the OMol25 dataset describes C17H13ClN2O3 in the gas phase. The level of theory is ωB97M-V/def2-TZVPD.

## Properties
E_tot	-39485.0590	eV
SMILES	N#C/C(=C/c1ccc(O)c(O)c1)C(=O)NCc1ccc(Cl)cc1
HOMO energy	-8.62	eV
frontier orbital gap	0.3057	Eh
largest force on an atom	0.924	eV/A
relative energy (zero: lowest compared OMol25 entry of this formula, charge and spin)	109.41	kJ/mol

Structure (XYZ):
```
36
C17H13ClN2O3 (ωB97M-V/def2-TZVPD)
N 1.015 0.044 5.084
C 0.494 -0.171 4.084
C -0.101 -0.430 2.833
C -1.325 0.066 2.561
C -2.093 0.004 1.336
C -1.935 -0.982 0.360
C -2.706 -0.959 -0.788
C -3.643 0.040 -0.991
O -4.431 0.119 -2.107
C -3.827 1.031 -0.012
O -4.748 2.009 -0.189
C -3.064 0.995 1.137
C 0.797 -1.214 1.913
O 0.547 -2.327 1.501
N 1.936 -0.549 1.623
C 2.894 -1.051 0.662
C 2.817 -0.298 -0.643
C 3.963 0.173 -1.267
C 3.886 0.862 -2.465
C 2.645 1.087 -3.039
Cl 2.539 1.952 -4.532
C 1.489 0.626 -2.430
C 1.581 -0.065 -1.237
H -1.789 0.655 3.346
H -1.243 -1.793 0.509
H -2.582 -1.731 -1.534
H -4.236 -0.618 -2.696
H -5.187 1.862 -1.038
H -3.223 1.766 1.876
H 2.073 0.387 1.973
H 2.639 -2.104 0.501
H 3.901 -0.989 1.082
H 4.930 -0.001 -0.818
H 4.779 1.225 -2.948
H 0.528 0.807 -2.885
H 0.681 -0.430 -0.764
```

This record from the OMol25 dataset describes 2 unconnected molecules or ions with the total composition C5H13N2O3 in a non-equilibrium geometry. The level of theory is ωB97M-V/def2-TZVPD.

## Properties
E_tot	-14503.8017	eV
net charge	+1
HOMO energy	-14.38	eV
frontier orbital gap	0.3661	Eh
largest force on an atom	5.638	eV/A
relative energy (zero: lowest compared OMol25 entry of this formula, charge and spin)	919.30	kJ/mol

Structure (XYZ):
```
23
C5H13N2O3 (ωB97M-V/def2-TZVPD)
C 0.398 1.859 -0.109
C -0.484 -1.761 0.588
C -0.895 -0.534 -1.365
C -1.962 0.256 0.696
C 0.352 0.470 0.377
N 3.125 -0.038 -0.086
N -0.740 -0.375 0.028
O 3.177 0.910 0.562
O 3.951 -0.709 -0.631
O 1.869 -0.504 -0.324
H 1.262 2.485 0.226
H -0.682 2.203 0.212
H 0.470 1.908 -1.287
H -0.069 -1.650 1.704
H -1.528 -2.207 0.743
H 0.209 -2.491 -0.042
H 0.161 -0.767 -1.788
H -1.602 -1.304 -1.551
H -1.114 0.371 -1.989
H -1.670 1.263 1.056
H -2.652 0.440 0.003
H -2.329 -0.344 1.613
H 0.753 0.520 1.364
```

- The lowest frontier orbital gap belongs to which entry?
  C3H7O

- Among the records above, which one has the lowest E_tot?
  C11H30NO8P2

- Which value of E_tot does entry 6 give?
  -14503.8017 eV

- Among the records above, which one has the highest frontier orbital gap?
  CH8O4